Computed, not measured: C36H49BBrN9NiS as an isolated structure, with ωB97M-V/def2-TZVPD.

Properties
HOMO-LUMO gap (spin up / spin down) (eV): 7.790 / 7.791
Total energy (eV): -174136.4728
E_HOMO (spin up / spin down) (Ha): -0.28273 / -0.28272

Geometry as XYZ:
```
98
C36H49BBrN9NiS ωB97M-V/def2-TZVPD
Ni 0.409 0.845 0.660
C -4.370 1.263 2.765
C -2.968 0.839 2.321
C -3.021 0.210 0.920
C -2.011 2.001 2.417
C -2.101 3.115 3.272
C -1.006 3.888 2.965
N -0.297 3.265 2.013
N -0.916 2.104 1.672
B 0.954 3.739 1.253
N 0.710 3.567 -0.262
C 0.781 4.510 -1.202
C 0.356 3.967 -2.392
C 0.018 2.646 -2.086
N 0.250 2.398 -0.788
C -0.658 1.703 -3.041
C -1.979 1.207 -2.468
C 0.200 0.534 -3.506
N 2.205 2.935 1.649
C 3.402 3.407 2.013
C 4.218 2.334 2.281
C 3.416 1.202 2.075
N 2.202 1.577 1.645
C 3.870 -0.200 2.411
C 3.848 -1.179 1.244
C 3.150 -0.783 3.622
H -5.051 0.413 2.692
H -4.754 2.062 2.126
H -4.395 1.618 3.796
H -2.606 0.093 3.036
H -2.591 0.881 0.175
H -4.061 0.031 0.630
H -2.461 -0.722 0.863
H -2.871 3.332 3.991
H -0.675 4.839 3.348
H 1.171 4.905 1.482
H 1.109 5.503 -0.943
H 0.252 4.457 -3.345
H -0.878 2.322 -3.917
H -1.774 0.509 -1.657
H -2.555 0.676 -3.228
H -2.588 2.019 -2.068
H 0.397 -0.152 -2.683
H 1.155 0.867 -3.917
H -0.336 -0.022 -4.282
H 3.568 4.470 2.073
H 5.233 2.346 2.640
H 4.914 -0.061 2.709
H 2.821 -1.434 0.970
H 4.351 -2.105 1.531
H 4.347 -0.775 0.365
H 2.112 -1.009 3.397
H 3.158 -0.089 4.467
H 3.647 -1.705 3.934
Br 5.141 3.434 -2.380
C 4.252 1.777 -2.302
C 4.633 0.724 -3.112
C 3.927 -0.464 -2.994
C 2.885 -0.539 -2.086
N 2.523 0.482 -1.309
C 3.201 1.619 -1.413
H 5.453 0.830 -3.808
H 4.184 -1.326 -3.595
H 2.306 -1.450 -1.960
H 2.899 2.433 -0.763
C -4.459 -2.028 -3.606
C -3.539 -2.916 -2.791
N -2.401 -2.165 -2.252
C -1.119 -2.608 -2.171
S -0.166 -2.193 -0.843
N -0.672 -3.374 -3.194
C -1.052 -3.228 -4.600
C 0.173 -2.927 -5.446
H -5.325 -2.589 -3.959
H -3.944 -1.607 -4.471
H -4.825 -1.194 -3.004
H -3.166 -3.753 -3.375
H -4.081 -3.352 -1.947
H -2.621 -1.599 -1.444
H 0.258 -3.728 -3.024
H -1.776 -2.419 -4.672
H -1.542 -4.137 -4.958
H 0.672 -2.025 -5.093
H -0.105 -2.783 -6.491
H 0.889 -3.750 -5.409
C 0.085 -0.467 1.956
C -0.250 -1.253 2.812
C -0.711 -2.190 3.806
C -1.974 -2.773 3.683
C -2.433 -3.678 4.628
C -1.637 -4.016 5.715
C -0.378 -3.443 5.846
C 0.082 -2.539 4.902
H -2.589 -2.513 2.830
H -3.414 -4.121 4.512
H -1.995 -4.720 6.455
H 0.249 -3.703 6.689
H 1.061 -2.088 5.002
```

Computed, not measured: C36H49BCoN5O4 as an isolated structure, with ωB97M-V/def2-TZVPD.

Properties
HOMO-LUMO gap (spin up / spin down) (eV): 6.389 / 6.566
Total energy (eV): -92073.8542
Relative energy (zero: lowest compared OMol25 entry of this formula, charge and spin) (kJ/mol): 39.0
E_HOMO (spin up / spin down) (Ha): -0.27758 / -0.27758

Geometry as XYZ:
```
96
C36H49BCoN5O4 ωB97M-V/def2-TZVPD
Co 0.232 -0.196 -0.055
O 6.987 1.804 -1.107
C 6.208 2.272 -0.258
O 6.327 3.184 0.575
C 4.813 1.586 -0.247
C 4.500 0.617 -1.193
C 3.250 0.037 -1.183
N 2.305 0.364 -0.292
C 2.609 1.292 0.630
C 3.837 1.917 0.687
C 1.486 1.606 1.587
O 1.643 2.227 2.607
O 0.308 1.121 1.212
H 5.258 0.350 -1.918
H 2.992 -0.711 -1.931
H 4.049 2.665 1.440
N -0.133 0.802 -1.684
C -0.736 0.122 -2.840
C -0.001 -1.165 -3.186
C -0.192 -2.247 -2.139
N 0.569 -1.951 -0.905
H -0.719 1.593 -1.409
H 0.777 1.184 -1.938
H -0.765 0.800 -3.695
H -1.763 -0.102 -2.567
H 1.064 -0.966 -3.349
H -0.386 -1.535 -4.137
H 0.083 -3.230 -2.525
H -1.242 -2.281 -1.852
H 1.567 -1.981 -1.091
H 0.380 -2.683 -0.217
C -2.909 -4.861 -0.813
C -3.014 -4.059 0.486
C -4.142 -4.630 1.350
C -1.717 -4.029 1.278
C -1.066 -5.230 1.532
C 0.061 -5.273 2.334
C 0.518 -4.111 2.921
C -0.105 -2.877 2.711
C 0.515 -1.705 3.462
C 1.777 -1.248 2.728
C -0.395 -0.535 3.831
C -1.204 -2.841 1.843
N -1.876 -1.610 1.535
B -1.628 -0.635 0.505
N -2.846 0.149 0.443
C -3.688 -0.296 1.468
C -3.123 -1.331 2.105
C -3.255 1.190 -0.465
C -2.971 2.538 -0.169
C -3.276 3.510 -1.121
C -3.879 3.176 -2.317
C -4.254 1.863 -2.542
C -3.984 0.850 -1.625
C -4.634 -0.502 -1.932
C -3.702 -1.684 -2.189
C -5.702 -0.893 -0.904
C -2.469 2.995 1.184
C -1.464 4.142 1.094
C -3.667 3.420 2.042
H -3.834 -4.774 -1.385
H -2.749 -5.922 -0.616
H -2.090 -4.518 -1.443
H -3.285 -3.033 0.238
H -3.938 -5.671 1.613
H -5.091 -4.596 0.811
H -4.257 -4.068 2.277
H -1.456 -6.148 1.110
H 0.562 -6.214 2.525
H 1.375 -4.146 3.585
H 0.852 -2.139 4.408
H 1.543 -0.921 1.711
H 2.501 -2.060 2.644
H 2.252 -0.408 3.235
H -0.628 0.106 2.984
H 0.117 0.084 4.570
H -1.328 -0.886 4.275
H -4.638 0.174 1.657
H -3.505 -1.911 2.929
H -3.050 4.547 -0.907
H -4.103 3.939 -3.051
H -4.798 1.615 -3.446
H -5.167 -0.329 -2.871
H -3.003 -1.825 -1.365
H -3.140 -1.569 -3.119
H -4.292 -2.598 -2.284
H -5.256 -1.328 -0.011
H -6.370 -1.640 -1.338
H -6.305 -0.033 -0.607
H -1.984 2.159 1.676
H -1.939 5.073 0.776
H -0.656 3.919 0.398
H -1.014 4.316 2.070
H -4.191 4.266 1.590
H -3.329 3.722 3.035
H -4.385 2.606 2.161
```

Computed, not measured: C36H49F3NO6P2STi as an isolated structure, with ωB97M-V/def2-TZVPD.

Properties
HOMO-LUMO gap (spin up / spin down) (eV): 6.818 / 6.816
Total energy (eV): -112588.0878
Spin multiplicity: 2
Relative energy (zero: lowest compared OMol25 entry of this formula, charge and spin) (kJ/mol): 55.2
E_HOMO (spin up / spin down) (Ha): -0.24896 / -0.25459

Geometry as XYZ:
```
99
C36H49F3NO6P2STi ωB97M-V/def2-TZVPD
Ti -1.036 -0.184 -0.162
C 0.334 4.219 1.871
C -0.446 2.917 1.719
C -1.721 2.896 2.568
P -0.873 2.375 -0.001
C -2.384 3.283 -0.551
C -2.391 4.804 -0.420
C -2.674 2.859 -1.993
C 0.496 2.735 -1.098
C 0.999 4.013 -1.366
C 2.093 4.218 -2.185
C 2.612 5.599 -2.488
C 2.704 3.077 -2.714
C 2.229 1.807 -2.468
C 1.084 1.588 -1.670
N 0.595 0.324 -1.381
C 1.055 -0.736 -2.208
C 0.931 -0.686 -3.597
C 1.459 -1.692 -4.385
C 2.095 -2.791 -3.814
C 2.632 -3.909 -4.670
C 2.165 -2.861 -2.429
C 1.647 -1.857 -1.614
P 1.490 -1.863 0.209
C 3.013 -0.997 0.857
C 2.654 0.414 1.333
C 4.186 -0.969 -0.117
C 1.748 -3.615 0.783
C 3.143 -4.238 0.709
C 0.673 -4.526 0.187
H 0.597 4.362 2.922
H -0.249 5.086 1.556
H 1.257 4.195 1.295
H 0.188 2.096 2.067
H -2.408 3.694 2.284
H -1.469 3.032 3.621
H -2.242 1.940 2.467
H -3.165 2.866 0.094
H -1.611 5.261 -1.029
H -2.265 5.136 0.611
H -3.348 5.190 -0.779
H -1.918 3.265 -2.670
H -3.648 3.237 -2.309
H -2.683 1.775 -2.105
H 0.526 4.874 -0.909
H 2.128 6.343 -1.856
H 2.424 5.872 -3.529
H 3.689 5.664 -2.322
H 3.589 3.190 -3.332
H 2.749 0.961 -2.897
H 0.436 0.166 -4.046
H 1.366 -1.631 -5.464
H 2.916 -3.549 -5.658
H 1.873 -4.684 -4.803
H 3.504 -4.375 -4.211
H 2.633 -3.728 -1.984
H 3.291 -1.590 1.736
H 2.400 1.053 0.486
H 3.500 0.868 1.856
H 1.797 0.391 2.009
H 3.940 -0.360 -0.989
H 4.448 -1.965 -0.474
H 5.067 -0.532 0.362
H 1.513 -3.499 1.850
H 3.467 -4.426 -0.313
H 3.132 -5.200 1.228
H 3.896 -3.613 1.189
H 0.844 -4.703 -0.876
H -0.318 -4.083 0.290
H 0.676 -5.493 0.694
C -0.131 -1.998 6.369
O -1.528 -2.040 6.126
C -1.972 -1.622 4.928
C -3.371 -1.706 4.741
C -3.907 -1.301 3.559
C -3.109 -0.809 2.499
C -3.698 -0.327 1.290
C -5.190 -0.279 1.114
O -3.017 0.094 0.326
C -1.698 -0.739 2.692
O -0.883 -0.295 1.783
C -1.155 -1.140 3.928
H 0.012 -2.384 7.373
H 0.248 -0.975 6.314
H 0.411 -2.623 5.657
H -3.982 -2.091 5.545
H -4.979 -1.365 3.423
H -5.601 -1.288 1.180
H -5.409 0.123 0.130
H -5.659 0.332 1.887
H -0.083 -1.067 4.040
F -2.309 -2.522 -4.324
C -2.066 -3.043 -3.124
F -2.765 -4.170 -2.998
F -0.776 -3.343 -3.036
S -2.574 -1.860 -1.804
O -3.986 -2.057 -1.702
O -1.752 -2.260 -0.642
O -2.104 -0.537 -2.240
```

Number 1: F_max 0.022 hartree/bohr, molar mass 789.3 g/mol. Number 2: F_max 0.023 hartree/bohr, molar mass 685.6 g/mol. Number 3: F_max 0.012 hartree/bohr, molar mass 790.7 g/mol.